Record 1
Computed, not measured: 3 unconnected molecules or ions with the total composition C39H45BF6N2O2 in a non-equilibrium geometry, with the ωB97M-V functional and the def2-TZVPD basis.

Last column: Löwdin charge in e.
CARTESIAN COORDINATES (ANGSTROEM)
F1 -0.94 -1.79 -4.79  0.107
F2 -1.97 -3.59 -5.52  0.110
F3 -3.61 -2.28 6.63  0.105
F4 -1.00 -2.22 -6.96  0.125
F5 -4.67 -0.79 5.40  0.116
F6 -4.43 -0.45 7.58  0.123
O1 4.44 -0.14 0.23  0.134
O2 2.25 -0.97 -0.06  0.136
N1 -1.93 -0.78 4.94  -0.135
N2 -3.71 -1.69 -4.59  -0.143
C1 -3.72 -0.53 -1.12  -0.029
C2 -2.39 1.21 3.61  -0.016
C3 0.24 3.96 1.16  -0.034
C4 -3.95 -1.31 -2.23  -0.010
C5 4.23 -1.02 -4.88  -0.083
C6 -2.78 1.56 -0.10  -0.043
C7 -2.61 1.77 2.37  -0.037
C8 -3.03 0.45 -3.66  -0.014
C9 -2.50 -0.23 6.17  -0.050
C10 0.61 3.53 -0.16  -0.240
C11 -4.66 -2.77 -4.55  -0.062
C12 -3.12 0.76 -1.24  -0.225
C13 -3.02 -1.50 -5.86  -0.048
C14 0.08 2.17 -2.23  -0.094
C15 -2.93 1.27 -2.55  -0.045
C16 4.59 0.18 2.58  -0.011
C17 4.73 -2.09 1.61  -0.012
C18 1.84 -2.07 2.02  -0.009
C19 -1.78 -0.91 2.54  -0.028
C20 1.17 4.53 2.01  -0.102
C21 -3.56 -0.86 -3.52  -0.225
C22 2.73 -1.28 -2.99  -0.030
C23 1.73 0.41 1.85  0.007
C24 3.01 -1.48 -4.34  -0.079
C25 5.13 -0.32 -4.07  -0.084
C26 -2.03 -0.16 3.73  -0.218
C27 -3.80 -0.92 6.46  -0.533
C28 2.50 4.70 1.59  -0.103
C29 -2.46 1.01 1.18  -0.237
C30 3.65 -0.61 -2.17  -0.078
C31 1.97 3.79 -0.59  -0.036
C32 2.88 4.33 0.29  -0.102
C33 -1.73 -2.27 -5.81  -0.529
C34 4.85 -0.11 -2.72  -0.034
C35 -0.28 2.79 -0.94  -0.081
C36 -1.21 -2.02 5.11  -0.054
C37 2.46 -0.84 1.37  -0.437
C38 -1.93 -0.31 1.30  -0.046
C39 4.05 -0.72 1.49  -0.459
B1 3.44 -0.54 -0.64  -0.582
H1 -2.80 -0.46 -6.06  0.125
H2 0.86 4.87 3.00  0.100
H3 -4.40 -2.30 -2.12  0.103
H4 -2.96 2.80 2.30  0.115
H5 -1.82 -0.46 7.00  0.143
H6 -1.53 -1.97 2.61  0.104
H7 4.36 -0.24 3.56  0.094
H8 -1.84 -2.89 4.87  0.097
H9 5.55 0.42 -2.09  0.114
H10 -0.88 -2.10 6.15  0.093
H11 0.67 0.37 1.55  0.079
H12 3.24 5.14 2.27  0.094
H13 -0.80 3.80 1.47  0.095
H14 0.75 -2.04 1.89  0.072
H15 6.06 0.06 -4.49  0.099
H16 -1.73 -0.89 0.40  0.121
H17 3.90 4.50 -0.05  0.103
H18 -2.76 0.83 -4.64  0.105
H19 -0.33 -2.05 4.46  0.081
H20 -3.01 2.63 -0.16  0.129
H21 5.80 -1.98 1.42  0.099
H22 1.16 1.94 -2.28  0.064
H23 5.68 0.26 2.49  0.097
H24 -5.58 -2.45 -4.04  0.098
H25 -4.91 -3.08 -5.57  0.092
H26 1.76 0.48 2.95  0.101
H27 1.80 -1.65 -2.56  0.115
H28 -0.44 1.22 -2.37  0.068
H29 -4.01 -0.90 -0.14  0.120
H30 2.17 1.31 1.41  0.090
H31 -3.64 -1.95 -6.65  0.141
H32 -2.48 1.82 4.51  0.100
H33 4.33 -2.82 0.89  0.097
H34 -1.25 2.63 -0.54  0.019
H35 -2.65 2.31 -2.67  0.119
H36 -2.70 0.84 6.08  0.122
H37 4.60 -2.48 2.63  0.092
H38 4.17 1.19 2.52  0.085
H39 2.22 -3.00 1.56  0.089
H40 -0.18 2.84 -3.06  0.091
H41 2.25 3.53 -1.62  0.102
H42 2.05 -2.09 3.10  0.095
H43 2.29 -1.99 -4.98  0.097
H44 4.46 -1.21 -5.93  0.100
H45 -4.26 -3.64 -4.00  0.095

F_max   1.833 eV Å⁻¹
Frontier orbital gap   3.57 eV
ΔE to the lowest compared entry with this formula, charge and spin   0.0 kcal per mole
Spin multiplicity   1
Lowest unoccupied orbital energy   -1.457 eV

---

Record 2
Computed, not measured: a molecular structure, C39H45FeN5P2 in a non-equilibrium geometry, with the ωB97M-V functional and the def2-TZVPD basis.

Last column: Löwdin charge in e.
CARTESIAN COORDINATES (ANGSTROEM)
Fe1 2.85 0.94 1.67  0.879
P1 -0.29 -1.49 -2.48  1.108
P2 -0.64 2.31 -1.75  1.127
N1 -2.12 3.35 -1.58  -0.214
N2 0.18 3.11 -3.08  -0.271
N3 -2.04 -1.93 -2.68  -0.208
N4 2.42 -0.45 3.13  -0.079
N5 0.46 -2.44 -3.64  -0.288
C1 -2.09 4.54 -0.84  -0.151
C2 2.22 -1.05 5.52  -0.029
C3 0.70 4.15 -5.02  -0.078
C4 5.78 -2.96 2.65  -0.101
C5 1.72 -0.42 4.34  -0.273
C6 -4.24 -1.87 -3.29  -0.075
C7 -4.18 4.32 -1.69  -0.094
C8 0.67 -3.56 -5.60  -0.086
C9 -0.18 -0.04 0.16  -0.278
C10 -2.15 -1.39 3.04  -0.174
C11 -2.96 -1.43 -3.60  -0.174
C12 4.85 -0.73 2.93  -0.071
C13 -1.43 1.15 -2.86  -0.421
C14 1.82 -2.34 -4.05  -0.133
C15 5.95 -1.57 2.74  -0.094
C16 1.47 4.74 -3.96  -0.095
C17 1.14 4.08 -2.79  -0.155
C18 1.43 -1.12 6.69  -0.102
C19 -0.06 3.14 -4.45  -0.135
C20 -2.64 -0.21 2.14  -0.182
C21 -4.12 -2.69 -2.12  -0.086
C22 3.54 -1.30 3.02  -0.352
C23 0.42 0.19 4.44  -0.055
C24 4.49 -3.52 2.72  -0.080
C25 -0.22 -3.16 -4.63  -0.136
C26 -1.81 0.99 1.81  -0.094
C27 -3.33 5.16 -0.92  -0.105
C28 1.98 -3.05 -5.23  -0.083
C29 -0.10 -2.07 1.71  -0.108
C30 2.04 2.51 2.51  -0.244
C31 -0.57 -1.48 0.43  -0.276
C32 -0.82 1.07 0.90  -0.195
C33 -0.45 0.09 -3.44  -0.345
C34 3.38 -2.70 2.92  -0.034
C35 -2.77 -2.76 -1.81  -0.144
C36 0.13 -0.62 6.71  -0.114
C37 -0.39 -0.03 5.56  -0.119
C38 -0.90 -2.18 2.77  -0.104
C39 -3.41 3.24 -2.10  -0.141
H1 -3.41 0.29 2.74  0.104
H2 0.92 0.10 0.02  0.093
H3 -0.73 2.44 -4.90  0.090
H4 -0.12 -2.07 -0.40  0.025
H5 2.19 5.55 -4.03  0.091
H6 -0.36 2.05 0.67  0.032
H7 -2.29 0.68 -2.36  0.078
H8 2.92 -3.23 -5.75  0.093
H9 0.66 4.46 -6.06  0.094
H10 4.98 0.35 3.03  0.092
H11 -1.19 4.84 -0.32  0.095
H12 6.95 -1.15 2.72  0.103
H13 0.08 0.80 3.60  0.083
H14 -1.91 1.78 -3.63  0.065
H15 1.24 3.04 1.98  -0.029
H16 -2.11 1.96 2.22  0.111
H17 -2.64 -0.76 -4.37  0.093
H18 0.99 -2.25 1.77  0.080
H19 -3.64 2.38 -2.68  0.082
H20 -2.24 -3.37 -1.10  0.105
H21 -1.44 0.24 5.49  0.097
H22 -5.25 4.47 -1.87  0.096
H23 2.92 3.17 2.62  -0.027
H24 3.21 -1.52 5.57  0.108
H25 4.38 -4.59 2.58  0.104
H26 -0.57 0.10 -0.86  -0.013
H27 -3.64 6.07 -0.43  0.089
H28 1.63 2.33 3.51  -0.011
H29 0.42 -4.19 -6.44  0.090
H30 -2.04 -1.01 4.07  0.076
H31 -0.83 -0.20 -4.44  0.080
H32 6.64 -3.61 2.47  0.100
H33 -1.28 -3.26 -4.55  0.095
H34 -0.56 -2.77 3.63  0.111
H35 2.39 -3.17 3.00  0.107
H36 -0.55 -0.73 7.56  0.095
H37 -4.93 -3.12 -1.54  0.095
H38 2.51 -1.76 -3.46  0.098
H39 0.60 0.46 -3.52  0.085
H40 -1.65 -1.63 0.28  0.092
H41 1.85 -1.56 7.59  0.097
H42 -5.15 -1.65 -3.87  0.099
H43 1.44 4.23 -1.76  0.094
H44 -2.98 -2.12 3.06  0.114
H45 -3.17 -0.59 1.25  0.109

F_max   2.713 eV Å⁻¹
Frontier orbital gap (spin up / spin down)   6.16 / 5.85 eV
ΔE to the lowest compared entry with this formula, charge and spin   0.0 kcal per mole
Spin multiplicity   5
Lowest unoccupied orbital energy (spin up / spin down)   -0.921 / -1.262 eV